Entry 1:
{
  "formula": "C4H9NO2",
  "method": "the ωB97M-V functional and the def2-TZVPD basis",
  "symbols": ["C", "C", "N", "C", "C", "H", "H", "H", "H", "H", "H", "H", "O", "H", "H", "O"],
  "coordinates": [[-0.5128, -1.8317, 0.2162], [0.0974, -0.8859, -0.5067], [-0.8633, 0.0968, -0.8729], [-2.0995, -0.2582, -0.1134], [-1.8581, -1.4613, 0.4046], [0.0224, -2.6386, 0.6932], [1.1291, -1.1234, -0.7297], [-1.1701, -0.2192, -1.8046], [-2.4569, 0.6810, 0.2814], [-2.5364, -1.8536, 1.1531], [0.4203, 1.3461, -0.2055], [-0.3391, 2.4132, 0.3733], [0.5765, 2.1122, 0.3880], [2.4516, 1.4476, 0.4593], [3.0639, 0.2386, -0.2039], [3.3005, 0.9864, 0.3640]],
  "forces_ev_per_a": [[0.82, -0.68, 0.45], [-0.65, -1.77, 0.31], [-0.10, -0.53, -0.58], [3.04, 1.18, -0.86], [-1.94, 0.12, 2.43], [-0.28, -0.26, -0.11], [0.08, 1.26, -0.96], [0.42, 1.07, -0.44], [-1.66, -0.50, -0.28], [0.12, -0.45, -0.16], [0.32, 0.46, 0.28], [0.15, 0.56, 0.39], [-0.43, -0.56, -0.56], [0.26, 0.19, 0.21], [0.31, 0.21, 0.19], [-0.46, -0.32, -0.32]],
  "lowdin_charge": [-0.10, -0.14, -0.06, -0.08, -0.10, 0.11, 0.11, 0.14, 0.11, 0.11, 0.00, 0.04, -0.08, -0.01, 0.02, -0.07],
  "orbital_gap_ev": 9.901,
  "e_lumo_ha": 0.01630,
  "homo_energy_ev": -9.46,
  "relative_energy_kj_mol": 337.4,
  "smiles": "c1cc[nH]c1.O.O"
}

Entry 2:
{
  "formula": "C29H30NO3Tl",
  "method": "the ωB97M-V functional and the def2-TZVPD basis",
  "symbols": ["C", "C", "C", "H", "C", "C", "H", "C", "C", "C", "H", "C", "C", "H", "H", "H", "H", "H", "H", "Tl", "C", "C", "C", "H", "H", "H", "H", "H", "H", "C", "C", "H", "H", "O", "N", "C", "H", "C", "C", "H", "C", "H", "C", "H", "C", "H", "C", "H", "H", "H", "O", "C", "O", "C", "C", "C", "C", "C", "C", "H", "H", "H", "H", "H"],
  "coordinates": [[2.3091, -0.2509, 1.5991], [2.3373, -0.9625, 0.3506], [1.9723, -0.0586, -0.6926], [2.5804, -2.0299, 0.2348], [1.7497, 1.2415, -0.1102], [1.9699, 1.1308, 1.3128], [1.3747, 2.1413, -0.6297], [-1.2460, -1.8835, 1.9819], [-0.1083, -2.5948, 1.4548], [-0.2142, -2.6105, 0.0326], [0.6976, -3.0318, 2.0639], [-1.4002, -1.9115, -0.3507], [-2.0461, -1.4373, 0.8575], [1.8903, -0.2880, -1.7676], [1.7559, 1.9192, 2.0562], [2.5019, -0.6671, 2.6006], [-2.9301, -0.7749, 0.9237], [0.5171, -3.0512, -0.6657], [-1.4489, -1.6503, 3.0382], [-0.0603, -0.1133, 0.7998], [-1.9136, -1.6558, -1.7485], [-3.4193, -1.9065, -1.7263], [-1.2086, -2.5871, -2.7327], [-3.6021, -2.9299, -1.3687], [-3.8250, -1.7926, -2.7345], [-3.9281, -1.2047, -1.0552], [-1.4115, -3.6312, -2.4533], [-0.1206, -2.4256, -2.7440], [-1.6042, -2.4131, -3.7408], [-1.5903, -0.1813, -2.1066], [-2.1456, 0.3368, -3.4443], [-0.4964, -0.0430, -2.1315], [-1.9671, 0.5063, -1.3244], [-3.0546, -0.1800, -4.0919], [-1.5376, 1.4762, -3.8981], [-0.3456, 2.1263, -3.3503], [-1.8666, 1.7931, -4.8027], [0.9681, 1.5429, -3.8204], [2.1508, 2.1730, -3.4226], [2.0952, 3.0519, -2.7774], [3.3867, 1.6759, -3.8267], [4.2985, 2.1788, -3.5075], [3.4558, 0.5363, -4.6332], [4.4225, 0.1468, -4.9498], [2.2790, -0.1011, -5.0273], [2.3164, -0.9912, -5.6549], [1.0345, 0.3990, -4.6230], [0.1158, -0.0961, -4.9464], [-0.3807, 2.0978, -2.2462], [-0.3934, 3.1890, -3.6317], [0.7130, -1.0765, 3.9177], [0.1369, 0.0482, 3.8675], [-0.2795, 0.6388, 2.7759], [-0.1302, 0.7543, 5.1588], [-0.7771, 2.0025, 5.2341], [-1.0099, 2.6101, 6.4796], [-0.6061, 1.9861, 7.6658], [0.0376, 0.7422, 7.6072], [0.2695, 0.1373, 6.3689], [-1.0986, 2.5011, 4.3208], [-1.5109, 3.5777, 6.5270], [-0.7874, 2.4566, 8.6317], [0.3565, 0.2464, 8.5262], [0.7718, -0.8325, 6.3496]],
  "forces_ev_per_a": [[1.18, 0.96, -0.59], [0.62, 0.69, 0.21], [0.34, -0.82, -0.36], [-0.23, 0.79, 0.03], [-1.03, 0.33, 0.37], [0.70, -0.72, 0.42], [0.58, -0.62, 0.31], [0.22, -1.34, -0.20], [-1.37, -0.47, 0.54], [-0.61, -0.55, 0.00], [-0.58, 0.42, -0.43], [1.18, -0.22, -0.35], [0.46, 0.97, 0.96], [0.13, 0.13, 0.71], [0.36, -0.62, -0.64], [-0.19, 0.31, -0.86], [0.50, -0.84, -0.06], [-0.62, 0.31, 0.54], [0.16, -0.34, -0.90], [-0.77, 0.65, -0.63], [0.23, 0.35, 0.29], [-0.25, -0.29, -0.31], [-0.19, -0.12, -0.24], [-0.04, 0.26, -0.04], [-0.05, -0.04, 0.27], [0.04, -0.14, -0.17], [0.14, 0.26, -0.13], [-0.28, -0.02, 0.00], [0.13, -0.08, 0.15], [-0.24, 0.18, -0.41], [-0.22, -0.22, -0.41], [-0.30, -0.21, 0.04], [-0.03, -0.28, -0.25], [0.84, 0.41, 0.64], [0.20, 0.25, 0.11], [-0.54, -0.01, 0.05], [0.02, -0.10, 0.20], [0.27, -0.25, -0.19], [0.07, -0.20, -0.13], [0.07, -0.15, -0.21], [-0.09, -0.03, 0.00], [-0.19, -0.14, -0.08], [-0.21, 0.02, 0.05], [-0.23, 0.10, 0.08], [-0.09, 0.15, 0.14], [0.03, 0.22, 0.15], [0.20, 0.15, 0.06], [0.30, 0.14, 0.11], [-0.07, 0.06, -0.43], [0.01, -0.29, 0.10], [-1.16, 2.43, -0.24], [0.96, -2.19, -0.22], [-0.32, 0.57, 2.05], [-0.20, 0.56, 1.15], [0.16, -0.21, 0.35], [0.15, -0.29, -0.07], [0.10, -0.23, -0.40], [-0.17, 0.27, -0.41], [-0.04, 0.12, -0.04], [0.10, -0.18, 0.18], [0.13, -0.26, -0.06], [0.01, -0.06, -0.26], [-0.09, 0.13, -0.31], [-0.20, 0.35, -0.24]],
  "lowdin_charge": [-0.15, -0.16, -0.17, 0.12, -0.17, -0.17, 0.10, -0.16, -0.15, -0.12, 0.12, -0.28, -0.10, 0.11, 0.12, 0.11, 0.13, 0.12, 0.12, 1.16, -0.50, -0.03, -0.03, 0.10, 0.08, 0.09, 0.10, 0.09, 0.09, -0.07, -0.45, 0.09, 0.13, 0.05, 0.06, -0.14, 0.15, -0.23, -0.07, 0.12, -0.08, 0.11, -0.09, 0.10, -0.07, 0.11, -0.04, 0.11, 0.11, 0.14, -0.01, -0.54, -0.15, -0.12, -0.02, -0.08, -0.09, -0.08, -0.02, 0.11, 0.10, 0.10, 0.10, 0.12],
  "orbital_gap_ev": 6.284,
  "e_lumo_ha": -0.05695,
  "homo_energy_ev": -7.83,
  "relative_energy_kj_mol": 52.0
}

Entry 3:
{
  "formula": "CH5N3",
  "method": "the ωB97M-V functional and the def2-TZVPD basis",
  "symbols": ["N", "C", "N", "N", "H", "H", "H", "H", "H"],
  "coordinates": [[-1.2973, -0.3213, 0.0332], [0.0763, -0.0911, -0.0003], [0.6245, 0.7706, -1.0094], [0.7221, -0.4740, 1.0964], [-1.7761, -0.6179, -0.8114], [-1.3868, -0.9163, 0.8573], [1.1330, 1.4789, -0.4876], [1.0563, 0.2613, -1.7713], [0.2247, 0.5543, 1.2198]],
  "forces_ev_per_a": [[3.13, -0.85, 0.29], [-3.28, -0.02, -3.80], [-1.16, -1.43, 2.07], [-0.07, 2.38, 0.17], [-0.12, 0.37, -0.08], [-1.30, -0.28, -0.32], [0.87, 0.03, -0.94], [0.44, 0.35, -0.06], [1.50, -0.54, 2.67]],
  "lowdin_charge": [0.22, -0.48, 0.19, 0.34, 0.15, 0.13, 0.12, 0.13, 0.20],
  "total_charge": 1,
  "orbital_gap_ev": [11.331, 8.830],
  "e_lumo_ha": [-0.19994, -0.29439],
  "multiplicity": 2,
  "homo_energy_ev": [-16.77, -16.84],
  "relative_energy_kj_mol": 260.4,
  "s_squared": 0.7555
}

Entry 4:
{
  "formula": "Cl2H3NSi",
  "method": "the ωB97M-V functional and the def2-TZVPD basis",
  "symbols": ["N", "Si", "Cl", "Cl", "H", "H", "H"],
  "coordinates": [[0.0269, -0.1692, -0.4289], [1.4949, -0.3631, 0.1757], [3.0745, 0.9492, 0.4401], [-3.1731, 0.8634, 0.4721], [-0.4184, 0.5992, -0.7927], [-2.7981, -0.0584, -0.4681], [1.7933, -1.8211, 0.6018]],
  "forces_ev_per_a": [[2.33, -2.21, 1.35], [-0.84, -0.94, -0.21], [-0.54, -0.55, -0.05], [0.54, -1.47, -1.56], [-1.01, 2.22, -0.87], [-0.54, 1.45, 1.60], [0.05, 1.50, -0.26]],
  "lowdin_charge": [-0.23, 0.18, 0.20, 0.18, -0.12, -0.18, -0.04],
  "orbital_gap_ev": 10.373,
  "e_lumo_ha": 0.00526,
  "homo_energy_ev": -10.23,
  "relative_energy_kj_mol": 314.8,
  "smiles": "[H]/N=[SiH]\\Cl.Cl"
}